Entry 1:
The following is a DFT calculation (the ωB97M-V functional and the def2-TZVPD basis) of 5 unconnected molecules or ions with the total composition C16H46N4O5.

**Total charge**: +1
**Energy relative to the best compared isomer or geometry (same formula, charge and spin)**: 0.718 eV
**LUMO (spin up / spin down)**: -2.081 / -8.416 eV
**Spin multiplicity**: 2

Last columns: bonded neighbours and bond lengths (Å).
Atoms and positions in Å:
1 C -0.7262 6.8156 -1.2764  C2 1.575, H7 1.090, H8 1.090, H9 1.090
2 C 0.0668 5.6993 -0.4974  C1 1.575, C3 1.514, N6 1.442, H10 1.090
3 C -0.7767 4.5067 -0.0986  C2 1.514, O4 1.397, H11 1.090, H12 1.090
4 O -0.0534 3.4214 0.4014  C3 1.397, C5 1.429
5 C 0.4019 3.6586 1.7353  O4 1.429, H13 1.090, H14 1.090, H15 1.090
6 N 1.1337 5.2491 -1.3564  C2 1.442, H16 1.010, H17 1.010
7 H -1.1016 6.3521 -2.1888  C1 1.090
8 H -0.0999 7.6675 -1.5415  C1 1.090
9 H -1.5494 7.2443 -0.7049  C1 1.090
10 H 0.5945 6.1870 0.3223  C2 1.090
11 H -1.2601 4.0882 -0.9813  C3 1.090
12 H -1.5726 4.7287 0.6122  C3 1.090
13 H 0.7393 2.7413 2.2178  C5 1.090
14 H -0.3236 4.1636 2.3731  C5 1.090
15 H 1.2261 4.3688 1.8008  C5 1.090
16 H 0.7480 4.9581 -2.2433  N6 1.010
17 H 1.5342 4.3681 -1.0674  N6 1.010
18 C -2.9021 0.3836 0.8668  C19 1.520, H24 1.090, H25 1.090, H26 1.090
19 C -2.0973 0.6411 2.1307  C18 1.520, C20 1.553, N23 1.491, H27 1.090
20 C -2.8530 0.4444 3.4734  C19 1.553, O21 1.455, H28 1.090, H29 1.090
21 O -2.0825 0.7137 4.6782  C20 1.455, C22 1.439
22 C -2.8434 0.8953 5.8858  O21 1.439, H30 1.090, H31 1.090, H32 1.090
23 N -0.8223 -0.1320 2.1066  C19 1.491, H33 1.010, H34 1.010
24 H -3.6418 1.1191 0.5505  C18 1.090
25 H -3.4296 -0.5640 0.7580  C18 1.090
26 H -2.2213 0.4383 0.0173  C18 1.090
27 H -1.7121 1.6601 2.0959  C19 1.090
28 H -3.2604 -0.5658 3.4324  C20 1.090
29 H -3.7473 1.0673 3.4592  C20 1.090
30 H -3.5803 0.0937 5.9345  C22 1.090
31 H -3.3896 1.8263 5.7339  C22 1.090
32 H -2.1585 0.9470 6.7322  C22 1.090
33 H -0.8620 -1.1226 1.9136  N23 1.010
34 H -0.5799 -0.2419 3.0809  N23 1.010
35 C 2.3445 -4.4245 -0.6183  C36 1.603, H41 1.090, H42 1.090, H43 1.090
36 C 1.8029 -3.1414 0.1755  C35 1.603, C37 1.551, N40 1.456, H44 1.090
37 C 1.7865 -3.3824 1.7077  C36 1.551, O38 1.417, H45 1.090, H46 1.090
38 O 0.8311 -4.3606 2.0808  C37 1.417, C39 1.419
39 C 0.9177 -4.7493 3.4430  O38 1.419, H47 1.090, H48 1.090, H49 1.090
40 N 2.6540 -2.0521 -0.2807  C36 1.456, H50 1.010, H51 1.010
41 H 3.3673 -4.7387 -0.4103  C35 1.090
42 H 2.3410 -4.2722 -1.6976  C35 1.090
43 H 1.7924 -5.3180 -0.3267  C35 1.090
44 H 0.8348 -2.8930 -0.2595  C36 1.090
45 H 1.6881 -2.4171 2.2041  C37 1.090
46 H 2.7557 -3.7617 2.0317  C37 1.090
47 H 1.8783 -5.2251 3.6405  C39 1.090
48 H 0.1975 -5.5321 3.6808  C39 1.090
49 H 0.8744 -3.9145 4.1425  C39 1.090
50 H 2.7553 -2.2055 -1.2738  N40 1.010
51 H 2.0798 -1.2235 -0.2186  N40 1.010
52 C 1.8872 -1.1842 -5.2289  C53 1.511, H58 1.090, H59 1.090, H60 1.090
53 C 1.0895 -0.9095 -3.9749  C52 1.511, C54 1.557, N57 1.491, H61 1.090
54 C 0.4762 -2.2149 -3.3896  C53 1.557, O55 1.444, H62 1.090, H63 1.090
55 O -0.4630 -2.8979 -4.2477  C54 1.444, C56 1.382
56 C -0.8250 -4.1948 -3.9362  O55 1.382, H64 1.090, H65 1.090, H66 1.090
57 N 1.9085 -0.1606 -2.9791  C53 1.491, H67 1.010, H68 1.010
58 H 1.5236 -2.0560 -5.7729  C52 1.090
59 H 2.9548 -1.1829 -5.0089  C52 1.090
60 H 1.6793 -0.4567 -6.0134  C52 1.090
61 H 0.2340 -0.2978 -4.2616  C53 1.090
62 H 0.0367 -2.0327 -2.4088  C54 1.090
63 H 1.2920 -2.9006 -3.1606  C54 1.090
64 H -0.8270 -4.2190 -2.8465  C56 1.090
65 H -0.2014 -5.0273 -4.2620  C56 1.090
66 H -1.7946 -4.5089 -4.3228  C56 1.090
67 H 1.2538 0.1814 -2.2902  N57 1.010
68 H 2.1842 0.6931 -3.4431  N57 1.010
69 O 0.0235 0.8169 -0.5824  H70 0.957, H71 0.957
70 H -0.1695 0.5680 0.3215  O69 0.957
71 H 0.0384 1.7739 -0.5698  O69 0.957

---

Entry 2:
The following is a DFT calculation (the ωB97M-V functional and the def2-TZVPD basis) of 8 unconnected molecules or ions with the total composition C16H46O8.

**Total charge**: -2
**Energy relative to the best compared isomer or geometry (same formula, charge and spin)**: 1.279 eV
**LUMO**: 4.070 eV

Last columns: bonded neighbours and bond lengths (Å).
Atoms and positions in Å:
1 C 1.3737 -0.9005 0.5761  C2 1.489, H4 1.090, H5 1.090, H6 1.090
2 C 0.0514 -0.9032 -0.1090  C1 1.489, O3 1.441, H7 1.090, H8 1.090
3 O -1.0089 -0.3984 0.7270  C2 1.441
4 H 1.3835 -1.5142 1.4769  C1 1.090
5 H 1.7163 0.1048 0.8214  C1 1.090
6 H 2.0705 -1.4593 -0.0486  C1 1.090
7 H -0.0558 -1.7864 -0.7387  C2 1.090
8 H 0.1074 -0.1456 -0.8906  C2 1.090
9 C -0.4704 1.7197 -3.9822  C10 1.579, H12 1.090, H13 1.090, H14 1.090
10 C -0.6336 2.3962 -2.5649  C9 1.579, O11 1.394, H15 1.090, H16 1.090
11 O -1.5819 3.3884 -2.3208  C10 1.394
12 H -1.4703 1.6737 -4.4136  C9 1.090
13 H -0.1542 0.6836 -3.8617  C9 1.090
14 H 0.1747 2.3836 -4.5577  C9 1.090
15 H 0.3462 2.7654 -2.2617  C10 1.090
16 H -0.8278 1.6680 -1.7775  C10 1.090
17 C 2.1296 4.1380 1.2598  C18 1.512, H20 1.090, H21 1.090, H22 1.090
18 C 0.9915 3.5520 0.4547  C17 1.512, O19 1.433, H23 1.090, H24 1.090
19 O -0.1921 4.3472 0.6018  C18 1.433, H25 0.960
20 H 3.0047 3.4884 1.2793  C17 1.090
21 H 1.7042 4.1593 2.2631  C17 1.090
22 H 2.3828 5.1292 0.8836  C17 1.090
23 H 0.7900 2.5018 0.6657  C18 1.090
24 H 1.3325 3.6085 -0.5791  C18 1.090
25 H -0.0850 5.0737 -0.0165  O19 0.960
26 C -0.3347 -4.0392 -3.0677  C27 1.552, H29 1.090, H30 1.090, H31 1.090
27 C -1.7844 -4.3440 -2.6037  C26 1.552, O28 1.440, H32 1.090, H33 1.090
28 O -1.9939 -4.1275 -1.1957  C27 1.440, H34 0.960
29 H 0.5060 -4.6650 -2.7684  C26 1.090
30 H 0.0438 -3.1036 -2.6560  C26 1.090
31 H -0.2942 -3.9431 -4.1527  C26 1.090
32 H -2.0807 -5.3906 -2.6751  C27 1.090
33 H -2.4997 -3.6504 -3.0456  C27 1.090
34 H -1.3262 -4.6753 -0.7763  O28 0.960
35 C 4.3690 1.0026 0.2915  C36 1.587, H38 1.090, H39 1.090, H40 1.090
36 C 5.6045 1.9971 0.2357  C35 1.587, O37 1.442, H41 1.090, H42 1.090
37 O 6.6467 1.3632 1.0049  C36 1.442, H43 0.960
38 H 3.7735 1.0602 1.2027  C35 1.090
39 H 4.8055 0.0164 0.1333  C35 1.090
40 H 3.7116 1.2431 -0.5441  C35 1.090
41 H 5.3421 3.0210 0.5019  C36 1.090
42 H 6.0383 2.1893 -0.7456  C36 1.090
43 H 7.4703 1.7494 0.6981  O37 0.960
44 C -4.0554 -1.3743 -3.7036  C45 1.562, H47 1.090, H48 1.090, H49 1.090
45 C -3.0527 -1.0339 -2.5552  C44 1.562, O46 1.414, H50 1.090, H51 1.090
46 O -3.5269 -1.6484 -1.3734  C45 1.414, H52 0.960
47 H -3.6584 -0.7355 -4.4925  C44 1.090
48 H -5.0476 -0.9460 -3.5616  C44 1.090
49 H -4.0941 -2.4399 -3.9297  C44 1.090
50 H -2.9705 0.0457 -2.4298  C45 1.090
51 H -2.0861 -1.4251 -2.8726  C45 1.090
52 H -4.0715 -0.9796 -0.9518  O46 0.960
53 C 0.3387 2.1716 4.9847  C54 1.532, H56 1.090, H57 1.090, H58 1.090
54 C 0.0538 0.8823 4.2087  C53 1.532, O55 1.430, H59 1.090, H60 1.090
55 O -0.7007 1.2792 3.0608  C54 1.430, H61 0.960
56 H 0.6825 1.8976 5.9821  C53 1.090
57 H -0.4787 2.8926 4.9773  C53 1.090
58 H 1.1504 2.8044 4.6257  C53 1.090
59 H -0.5556 0.2106 4.8133  C54 1.090
60 H 0.9544 0.3207 3.9607  C54 1.090
61 H -0.5073 0.6702 2.3443  O55 0.960
62 C -2.2033 -2.2826 3.4910  C63 1.552, H65 1.090, H66 1.090, H67 1.090
63 C -2.1433 -3.2599 2.2866  C62 1.552, O64 1.373, H68 1.090, H69 1.090
64 O -2.6549 -2.7679 1.1117  C63 1.373, H70 0.960
65 H -1.8522 -1.3109 3.1436  C62 1.090
66 H -1.5213 -2.6011 4.2793  C62 1.090
67 H -3.1779 -2.1078 3.9467  C62 1.090
68 H -2.6421 -4.1502 2.6696  C63 1.090
69 H -1.0961 -3.5429 2.1803  C63 1.090
70 H -2.1597 -1.9461 1.0800  O64 0.960

---

Entry 3:
The following is a DFT calculation (the ωB97M-V functional and the def2-TZVPD basis) of 8 unconnected molecules or ions with the total composition C16H48BF3NO8S.

**Total charge**: -1
**Energy relative to the best compared isomer or geometry (same formula, charge and spin)**: 0.000 eV
**LUMO**: 1.975 eV

Last columns: bonded neighbours and bond lengths (Å).
Atoms and positions in Å:
1 N -28.2332 2.5711 19.8980  H2 1.042, H3 1.049, H4 1.043, H5 1.056
2 H -27.7474 2.1114 20.6967  N1 1.042
3 H -28.6412 1.8498 19.2552  N1 1.049
4 H -27.6117 3.2295 19.3793  N1 1.043
5 H -29.0541 3.1072 20.2906  N1 1.056
6 B -30.9794 3.3092 20.7775  H7 1.153, H8 1.150, H9 1.156, H10 1.155
7 H -30.8857 2.2981 21.3232  B6 1.153
8 H -31.2142 3.1274 19.6669  B6 1.150
9 H -31.8322 3.9131 21.2713  B6 1.156
10 H -30.0239 3.9370 20.9414  B6 1.155
11 C -30.0148 0.2905 15.6824  F12 1.328, F13 1.338, F14 1.346, S15 1.908
12 F -30.3537 1.5518 15.4431  C11 1.328
13 F -30.8166 -0.5279 14.9923  C11 1.338
14 F -28.7759 0.1076 15.1893  C11 1.346
15 S -29.9895 -0.1156 17.5464  C11 1.908, O16 1.454, O17 1.469, O18 1.448
16 O -29.7001 -1.5396 17.5973  S15 1.454
17 O -28.8772 0.6864 18.0737  S15 1.469
18 O -31.2816 0.2855 18.0614  S15 1.448
19 C -25.1461 -0.4340 19.1588  C20 1.538, H23 1.094, H24 1.095, H25 1.091
20 C -25.4441 -0.3177 17.6541  C19 1.538, C21 1.503, O22 1.407, H26 1.095
21 C -26.1970 -1.5092 17.1318  C20 1.503, H27 1.092, H28 1.091, H29 1.094
22 O -26.1337 0.8875 17.4302  C20 1.407, H30 0.976
23 H -24.4678 0.3676 19.4667  C19 1.094
24 H -24.6290 -1.3579 19.4381  C19 1.095
25 H -26.0241 -0.3625 19.8033  C19 1.091
26 H -24.4811 -0.3378 17.1338  C20 1.095
27 H -26.5120 -1.3004 16.1075  C21 1.092
28 H -27.0417 -1.7761 17.7687  C21 1.091
29 H -25.5696 -2.4004 17.0337  C21 1.094
30 H -27.0358 0.7815 17.7881  O22 0.976
31 C -28.7775 0.7133 22.8539  C32 1.516, H35 1.092, H36 1.089, H37 1.089
32 C -27.2636 0.7030 22.9370  C31 1.516, C33 1.539, O34 1.434, H38 1.097
33 C -26.6153 -0.6920 22.8871  C32 1.539, H39 1.089, H40 1.094, H41 1.092
34 O -26.7135 1.5173 21.8923  C32 1.434, H42 0.972
35 H -29.1288 0.0914 23.6801  C31 1.092
36 H -29.0971 0.3480 21.8786  C31 1.089
37 H -29.1917 1.7042 23.0333  C31 1.089
38 H -26.9589 1.1867 23.8730  C32 1.097
39 H -25.5455 -0.6089 22.7005  C33 1.089
40 H -27.0169 -1.3026 22.0731  C33 1.094
41 H -26.8782 -1.2681 23.7766  C33 1.092
42 H -25.8201 1.7611 22.1877  O34 0.972
43 C -28.5556 5.8376 19.0390  C44 1.507, H47 1.090, H48 1.089, H49 1.092
44 C -27.1738 5.7181 18.4505  C43 1.507, C45 1.540, O46 1.446, H50 1.094
45 C -26.1328 6.4279 19.3353  C44 1.540, H51 1.090, H52 1.093, H53 1.093
46 O -26.8127 4.3185 18.4288  C44 1.446, H54 0.963
47 H -29.3014 5.2369 18.5177  C43 1.090
48 H -28.8511 6.8841 19.0944  C43 1.089
49 H -28.5341 5.4241 20.0489  C43 1.092
50 H -27.0576 6.1436 17.4494  C44 1.094
51 H -26.0848 6.0030 20.3380  C45 1.090
52 H -26.4172 7.4780 19.4357  C45 1.093
53 H -25.1168 6.3788 18.9358  C45 1.093
54 H -25.8969 4.2786 18.1330  O46 0.963
55 C -31.8283 7.3290 23.9085  C56 1.526, H59 1.092, H60 1.096, H61 1.089
56 C -31.6838 6.5623 22.5968  C55 1.526, C57 1.520, O58 1.426, H62 1.094
57 C -31.2522 7.4827 21.4670  C56 1.520, H63 1.096, H64 1.092, H65 1.087
58 O -30.6221 5.6184 22.7204  C56 1.426, H66 0.990
59 H -32.5692 8.1272 23.8316  C55 1.092
60 H -30.8819 7.8532 24.0816  C55 1.096
61 H -31.9975 6.7357 24.8061  C55 1.089
62 H -32.5932 6.0052 22.3528  C56 1.094
63 H -31.9751 8.2985 21.3506  C57 1.096
64 H -31.3340 6.9005 20.5467  C57 1.092
65 H -30.2352 7.8259 21.6388  C57 1.087
66 H -30.7187 4.9729 21.9754  O58 0.990
67 C -23.9631 3.5451 21.2665  C68 1.517, H71 1.091, H72 1.092, H73 1.092
68 C -23.1736 2.5594 22.1070  C67 1.517, C69 1.529, O70 1.419, H74 1.096
69 C -22.1609 3.2325 23.0346  C68 1.529, H75 1.092, H76 1.090, H77 1.092
70 O -24.0791 1.7753 22.8671  C68 1.419, H78 0.962
71 H -24.4899 4.2922 21.8626  C67 1.091
72 H -24.7191 3.1049 20.6135  C67 1.092
73 H -23.2844 4.0733 20.5937  C67 1.092
74 H -22.5868 1.9272 21.4309  C68 1.096
75 H -22.7327 3.7480 23.8086  C69 1.092
76 H -21.4969 3.9577 22.5642  C69 1.090
77 H -21.5212 2.4690 23.4817  C69 1.092
78 H -23.6117 1.0362 23.2680  O70 0.962